Formula: C30H42Br4N2O12
Source: the OMol25 dataset
Level of theory: ωB97M-V/def2-TZVPD

Each line ends with the Löwdin charge.
Element x y z (Å)
C (-5.287, -3.881, 1.661)  -0.007
C (-4.855, -2.772, 2.625)  -0.260
C (-3.449, -2.894, 3.208)  -0.105
O (-2.649, -1.919, 2.641)  0.072
C (-3.366, -1.126, 1.886)  -0.595
O (-2.951, -0.149, 1.274)  0.084
O (-4.588, -1.602, 1.831)  0.087
H (-4.643, -3.896, 0.781)  0.091
H (-6.295, -3.636, 1.326)  0.088
H (-5.287, -4.859, 2.143)  0.090
H (-5.591, -2.579, 3.407)  0.154
H (-3.042, -3.882, 2.992)  0.141
H (-3.425, -2.717, 4.283)  0.139
C (-0.741, 0.010, 4.759)  -0.024
C (0.744, 0.019, 4.964)  -0.331
C (1.279, 0.997, 5.990)  -0.153
O (1.898, 0.154, 6.864)  0.045
C (1.873, -1.183, 6.510)  -0.462
O (2.376, -2.129, 7.112)  0.124
O (1.051, -1.298, 5.429)  0.086
H (-1.336, -0.495, 5.521)  0.093
H (-0.937, -0.513, 3.823)  0.064
H (-1.270, 0.962, 4.724)  0.086
H (1.231, 0.346, 4.045)  0.118
H (0.525, 1.611, 6.482)  0.134
H (2.002, 1.704, 5.585)  0.113
C (-1.973, 3.445, 1.731)  -0.005
C (-1.158, 3.801, 0.462)  -0.286
C (-1.916, 3.615, -0.842)  -0.088
O (-2.108, 4.924, -1.358)  0.083
C (-1.436, 5.837, -0.645)  -0.531
O (-1.281, 7.059, -0.790)  0.107
O (-0.915, 5.204, 0.400)  0.072
H (-2.850, 4.067, 1.910)  0.091
H (-1.421, 3.608, 2.657)  0.078
H (-2.348, 2.429, 1.614)  0.063
H (-0.203, 3.284, 0.364)  0.130
H (-2.857, 3.122, -0.594)  0.139
H (-1.325, 3.026, -1.543)  0.121
C (0.423, 2.163, -6.786)  -0.021
C (-0.220, 1.091, -5.948)  -0.323
C (0.116, 1.235, -4.460)  -0.143
O (-1.086, 1.190, -3.772)  0.020
C (-2.112, 1.377, -4.655)  -0.453
O (-3.320, 1.628, -4.444)  0.106
O (-1.623, 1.276, -5.935)  0.075
H (1.509, 2.121, -6.694)  0.084
H (0.166, 3.169, -6.453)  0.098
H (0.230, 2.107, -7.857)  0.089
H (0.020, 0.083, -6.283)  0.140
H (0.791, 2.061, -4.236)  0.139
H (0.438, 0.234, -4.172)  0.092
N (3.599, 0.452, 3.643)  0.072
C (4.456, 1.019, 4.563)  -0.128
C (5.734, 1.482, 4.277)  -0.078
C (6.185, 1.457, 2.957)  -0.075
C (5.285, 1.007, 1.985)  -0.059
C (4.019, 0.422, 2.338)  -0.124
H (4.257, 1.006, 5.625)  0.099
H (6.435, 1.812, 5.029)  0.102
H (7.158, 1.859, 2.715)  0.102
H (5.518, 1.036, 0.931)  0.089
H (3.338, 0.101, 1.564)  -0.001
N (1.432, -2.791, -3.634)  0.064
C (1.618, -1.975, -4.692)  -0.178
C (2.703, -1.104, -4.783)  -0.065
C (3.670, -1.052, -3.726)  -0.043
C (3.430, -1.895, -2.630)  -0.097
C (2.360, -2.758, -2.656)  -0.165
H (1.082, -2.230, -5.594)  0.108
H (2.729, -0.475, -5.660)  0.096
H (4.520, -0.386, -3.736)  0.104
H (4.007, -1.908, -1.717)  0.102
H (2.179, -3.429, -1.829)  0.090
Br (1.646, -2.008, 1.040)  0.592
C (0.102, -0.807, 0.438)  -0.582
C (0.302, -0.269, -0.998)  -0.633
Br (1.849, 0.984, -1.086)  0.628
H (-0.056, -0.031, 1.186)  0.051
H (-0.798, -1.416, 0.520)  0.018
H (-0.602, 0.314, -1.176)  0.028
H (0.383, -1.100, -1.699)  0.033
Br (-3.123, -5.010, -3.144)  0.559
C (-1.575, -3.774, -3.369)  -0.680
C (-1.990, -2.329, -3.537)  -0.643
Br (-2.865, -1.643, -1.902)  0.685
H (-0.996, -4.136, -4.218)  0.052
H (-0.996, -3.908, -2.455)  0.039
H (-2.692, -2.224, -4.365)  0.063
H (-1.109, -1.720, -3.740)  0.025

Computed properties:
HOMO, eV: -9.768
Spin multiplicity: 1
SMILES string: C[C@H]1COC(=O)O1.C[C@H]1COC(=O)O1.C[C@H]1COC(=O)O1.C[C@H]1COC(=O)O1.c1ccncc1.c1ccncc1.BrCCBr.BrCCBr